Entry 1:
Computed, not measured: a cluster of 6 separate species, C22H54N2O6 in total in a non-equilibrium geometry, with ωB97M-V/def2-TZVPD.

```
! wB97M-V def2-TZVPD RIJCOSX def2/J DEFGRID3
* xyz 0 1
C 2.94 -1.72 2.72
C 2.86 -0.33 2.09
C 1.70 0.56 2.76
C 4.20 0.46 2.23
C 5.36 -0.23 1.60
C 5.08 -0.36 0.05
C 3.73 -1.01 -0.32
C 3.38 -0.49 -1.75
C 3.77 -2.54 -0.33
N 2.63 -0.47 0.62
O 1.34 -0.86 0.30
H 2.84 -1.66 3.80
H 2.09 -2.33 2.39
H 3.84 -2.31 2.58
H 0.93 -0.14 3.08
H 2.04 1.13 3.63
H 1.35 1.25 1.99
H 4.13 1.43 1.76
H 4.33 0.75 3.28
H 6.24 0.37 1.84
H 5.63 -1.17 2.07
H 5.81 -1.07 -0.33
H 5.33 0.54 -0.51
H 3.49 0.59 -1.79
H 2.38 -0.66 -2.16
H 4.04 -0.90 -2.51
H 3.44 -3.07 0.56
H 4.78 -2.95 -0.34
H 3.30 -2.98 -1.22
H 0.98 -0.05 -0.08
C -1.16 -2.26 -2.22
C -1.95 -2.54 -0.90
C -3.30 -3.27 -1.02
C -1.07 -3.55 -0.17
C -1.21 -3.54 1.38
C -1.26 -2.07 1.94
C -2.32 -1.20 1.30
C -3.75 -1.68 1.74
C -2.04 0.17 1.96
N -1.98 -1.24 -0.18
O -2.55 -0.22 -0.85
H -1.03 -3.14 -2.84
H -1.67 -1.53 -2.85
H -0.24 -1.72 -2.00
H -4.09 -2.51 -1.06
H -3.17 -3.97 -1.85
H -3.43 -3.92 -0.16
H -1.27 -4.55 -0.56
H -0.01 -3.47 -0.40
H -2.02 -4.23 1.61
H -0.33 -4.05 1.80
H -0.25 -1.68 1.88
H -1.56 -2.27 2.97
H -4.04 -1.27 2.70
H -3.89 -2.76 1.71
H -4.39 -1.40 0.90
H -1.13 0.63 1.56
H -2.05 0.10 3.05
H -2.90 0.82 1.84
H -1.78 0.31 -1.08
C -5.25 1.52 -0.25
O -6.39 2.28 0.16
H -4.26 1.89 0.02
H -5.24 0.52 0.19
H -5.23 1.45 -1.33
H -6.26 3.18 -0.14
C -0.19 3.56 -4.62
O 0.73 2.93 -3.85
H -0.62 2.98 -5.44
H -1.07 3.89 -4.07
H 0.20 4.45 -5.11
H 1.36 3.62 -3.61
C -0.90 5.94 -0.68
O -2.07 6.23 0.07
H -0.33 6.87 -0.73
H -0.28 5.24 -0.11
H -1.04 5.60 -1.71
H -2.38 7.08 -0.24
C -0.58 2.39 -0.84
O -0.35 1.15 -1.58
H 0.32 2.84 -0.44
H -1.17 3.01 -1.51
H -1.32 2.26 -0.05
H 0.21 1.33 -2.34
*
```

Output
DFT total energy, eV: -38948.943
Structure (SMILES): CC1(C)CCCC(C)(C)N1O.CC1(C)CCCC(C)(C)N1O.CO.CO.CO.CO
E_LUMO, eV: 0.20
HOMO energy, eV: -7.58
Energy above the lowest of the compared OMol25 structures with the same formula, charge and spin, eV: 4.005

---

Entry 2:
Computed, not measured: a cluster of 4 separate species, C22H54N3S in total in a non-equilibrium geometry, with ωB97M-V/def2-TZVPD.

```
! wB97M-V def2-TZVPD RIJCOSX def2/J DEFGRID3
* xyz 1 1
N -0.37 2.36 5.45
C -1.32 3.18 4.60
N -1.25 4.70 4.79
N -2.25 2.70 3.72
C -2.07 1.54 2.75
C -0.71 1.59 1.85
C -0.84 2.51 0.47
S 0.94 3.04 0.04
H 0.22 1.70 4.90
H 0.24 3.05 5.97
H -0.31 5.07 4.48
H -2.03 5.17 4.28
H -3.21 3.16 3.75
H -2.11 0.48 3.29
H -3.02 1.55 2.03
H 0.24 1.89 2.48
H -0.53 0.48 1.46
H -1.19 1.85 -0.46
H -1.56 3.44 0.62
H 1.70 1.90 0.45
C 1.26 1.68 11.41
C 1.73 2.67 10.36
C 1.33 4.12 10.67
C -0.18 4.38 10.72
C -0.95 4.03 9.45
C -0.52 4.84 8.24
H 0.17 1.65 11.48
H 1.60 0.67 11.16
H 1.66 1.94 12.40
H 1.35 2.37 9.37
H 2.83 2.62 10.30
H 1.79 4.78 9.92
H 1.77 4.41 11.63
H -0.33 5.45 10.94
H -0.61 3.84 11.57
H -2.02 4.21 9.63
H -0.86 2.96 9.23
H -0.65 5.91 8.42
H -1.13 4.56 7.37
H 0.53 4.65 7.98
C -1.24 -1.38 -5.96
C -0.16 -1.85 -5.01
C -0.69 -2.77 -3.90
C -1.71 -2.14 -2.96
C -1.24 -0.89 -2.22
C -0.06 -1.14 -1.30
H -2.00 -0.78 -5.45
H -0.80 -0.75 -6.75
H -1.73 -2.23 -6.45
H 0.35 -0.98 -4.57
H 0.60 -2.40 -5.58
H 0.16 -3.15 -3.32
H -1.14 -3.66 -4.37
H -2.01 -2.90 -2.21
H -2.63 -1.90 -3.51
H -2.08 -0.50 -1.62
H -0.99 -0.09 -2.94
H -0.30 -1.89 -0.55
H 0.21 -0.21 -0.78
H 0.82 -1.47 -1.86
C 0.34 -5.10 -7.26
C 1.56 -5.42 -8.10
C 2.24 -4.17 -8.67
C 1.38 -3.35 -9.64
C 0.85 -4.11 -10.86
C 1.96 -4.63 -11.77
H -0.45 -4.62 -7.85
H -0.08 -6.03 -6.84
H 0.59 -4.44 -6.42
H 1.29 -6.11 -8.90
H 2.29 -5.94 -7.47
H 3.16 -4.47 -9.17
H 2.54 -3.52 -7.85
H 1.97 -2.49 -9.99
H 0.52 -2.92 -9.10
H 0.21 -3.43 -11.44
H 0.21 -4.94 -10.54
H 2.58 -3.81 -12.13
H 1.52 -5.13 -12.63
H 2.60 -5.35 -11.25
*
```

Output
DFT total energy, eV: -38986.936
E_LUMO, eV: -4.73
HOMO energy, eV: -11.95

---

Entry 3:
Computed, not measured: a cluster of 3 separate species, C22H56BBrF3N5O7P3S in total in a non-equilibrium geometry, with ωB97M-V/def2-TZVPD.

```
! wB97M-V def2-TZVPD RIJCOSX def2/J DEFGRID3
* xyz -1 1
C 0.52 0.35 1.41
C -0.30 0.85 0.18
C -1.55 -0.05 -0.14
N -2.61 0.69 -0.82
P -4.23 0.88 -0.04
C -5.04 0.63 -1.82
C -6.52 0.75 -1.99
O -7.25 -0.14 -1.89
Br -7.42 2.45 -2.55
C -4.12 2.77 -0.56
C -3.91 3.88 0.49
O -2.56 4.23 0.74
C -4.45 5.20 -0.21
F -3.84 5.45 -1.37
F -4.11 6.25 0.60
F -5.77 5.25 -0.31
P -4.58 -1.33 0.24
N -3.85 -2.32 -0.81
P -3.30 1.25 2.02
S -2.97 -0.21 3.28
B -5.95 1.18 0.89
O -6.71 2.37 0.77
N -6.51 0.20 1.88
C -6.57 0.77 3.25
C -7.88 -0.19 1.51
H 0.03 -0.45 1.97
H 0.68 1.23 2.06
H 1.51 0.08 1.04
H 0.36 0.86 -0.71
H -0.63 1.90 0.29
H -1.80 -0.74 0.68
H -1.13 -0.74 -0.90
H -2.69 0.39 -1.79
H -4.77 -0.32 -2.32
H -4.57 1.38 -2.49
H -3.32 2.89 -1.30
H -5.04 3.05 -1.10
H -4.53 3.88 1.39
H -2.06 3.93 -0.03
H -4.35 -1.89 1.50
H -5.97 -1.54 -0.01
H -3.26 -1.75 -1.42
H -2.08 1.98 1.94
H -4.16 2.14 2.75
H -6.57 2.97 1.52
H -7.57 0.70 3.71
H -6.27 1.83 3.34
H -5.92 0.16 3.90
H -8.36 -0.76 2.33
H -8.55 0.67 1.33
H -7.91 -0.87 0.65
C 6.02 -3.53 -1.08
O 5.24 -4.71 -1.05
C 5.34 -5.43 0.18
C 4.01 -5.38 0.92
N 3.76 -4.04 1.44
C 2.41 -3.85 1.97
C 1.25 -3.92 0.98
O 1.24 -2.87 0.04
C 2.01 -3.10 -1.13
H 5.97 -3.13 -2.09
H 5.63 -2.78 -0.39
H 7.07 -3.74 -0.85
H 6.15 -5.06 0.80
H 5.56 -6.47 -0.09
H 4.05 -6.09 1.76
H 3.23 -5.71 0.23
H 3.91 -3.37 0.70
H 2.39 -2.85 2.42
H 2.24 -4.57 2.78
H 0.33 -3.80 1.56
H 1.17 -4.90 0.48
H 2.04 -4.16 -1.40
H 3.03 -2.71 -1.01
H 1.55 -2.54 -1.95
C 4.75 0.25 1.33
O 3.88 0.64 0.28
C 3.62 2.04 0.24
C 4.22 2.64 -1.02
N 5.68 2.66 -0.96
C 6.31 3.01 -2.23
C 6.12 2.03 -3.39
O 6.75 0.77 -3.19
C 5.97 -0.17 -2.48
H 4.79 -0.84 1.35
H 5.76 0.63 1.16
H 4.38 0.60 2.30
H 3.99 2.55 1.14
H 2.54 2.16 0.20
H 3.85 3.67 -1.13
H 3.86 2.05 -1.87
H 6.00 1.74 -0.68
H 7.38 3.09 -2.04
H 5.97 4.00 -2.54
H 6.61 2.46 -4.27
H 5.07 1.90 -3.66
H 4.90 -0.04 -2.66
H 6.18 -0.12 -1.41
H 6.25 -1.17 -2.81
*
```

Output
DFT total energy, eV: -163074.678
E_LUMO, eV: 2.16
HOMO energy, eV: -4.62

---

Entry 4:
Computed, not measured: a cluster of 7 separate species, C22H56BNO21S6 in total in a non-equilibrium geometry, with ωB97M-V/def2-TZVPD.

```
! wB97M-V def2-TZVPD RIJCOSX def2/J DEFGRID3
* xyz 0 1
N -1.59 -4.02 1.55
B -0.83 -4.09 2.82
O 0.42 -4.63 2.75
C -1.51 -3.51 4.15
C -0.63 -2.52 4.92
O 0.13 -3.38 5.77
C -0.49 -4.58 5.99
O 0.02 -5.45 6.55
C -1.85 -4.46 5.32
H -2.58 -4.02 1.76
H -1.41 -3.07 1.21
H 0.85 -4.65 3.62
H -2.48 -3.14 3.81
H 0.05 -1.91 4.34
H -1.26 -1.81 5.47
H -2.40 -5.36 5.09
H -2.47 -3.84 5.97
C -4.19 -9.67 5.12
C -3.16 -9.36 4.05
O -3.73 -9.34 2.72
S -4.62 -8.09 2.31
C -4.72 -8.45 0.59
O -3.86 -6.89 2.51
O -5.93 -8.23 2.88
H -4.93 -8.87 5.19
H -3.71 -9.78 6.09
H -4.73 -10.58 4.88
H -2.65 -8.42 4.25
H -2.40 -10.14 4.04
H -3.72 -8.37 0.16
H -5.38 -7.71 0.14
H -5.12 -9.45 0.46
C -2.08 1.36 -2.51
C -2.91 1.05 -1.28
O -3.87 -0.01 -1.52
S -3.32 -1.50 -1.62
C -4.89 -2.31 -1.56
O -2.58 -1.81 -0.43
O -2.75 -1.70 -2.91
H -1.44 0.53 -2.79
H -1.45 2.23 -2.33
H -2.73 1.57 -3.37
H -2.28 0.79 -0.43
H -3.49 1.92 -1.00
H -5.34 -2.14 -0.59
H -4.70 -3.37 -1.71
H -5.51 -1.93 -2.37
C -0.04 8.01 -1.12
C 1.12 7.32 -0.44
O 0.74 6.08 0.21
S 0.43 4.81 -0.70
C 0.34 3.62 0.59
O 1.58 4.53 -1.52
O -0.87 4.95 -1.28
H -0.42 7.42 -1.96
H 0.27 8.98 -1.51
H -0.86 8.15 -0.42
H 1.93 7.13 -1.15
H 1.52 7.95 0.35
H 1.32 3.53 1.06
H 0.05 2.67 0.14
H -0.41 3.94 1.31
C 4.54 -10.56 3.03
C 3.49 -9.69 3.69
O 3.23 -8.48 2.96
S 2.39 -8.58 1.60
C 2.13 -6.86 1.37
O 1.15 -9.23 1.89
O 3.25 -9.07 0.56
H 4.19 -10.94 2.07
H 4.78 -11.42 3.66
H 5.45 -9.99 2.84
H 2.56 -10.24 3.84
H 3.84 -9.38 4.67
H 1.51 -6.49 2.18
H 1.62 -6.73 0.42
H 3.09 -6.36 1.35
C -2.05 8.82 -6.18
C -0.66 9.31 -5.82
O -0.64 10.72 -5.52
S -1.25 11.20 -4.13
C -0.65 12.86 -4.19
O -0.59 10.49 -3.08
O -2.67 11.22 -4.22
H -2.72 8.88 -5.32
H -2.01 7.78 -6.50
H -2.48 9.42 -6.98
H -0.24 8.75 -4.99
H 0.00 9.18 -6.67
H 0.43 12.85 -4.15
H -1.06 13.38 -3.32
H -1.01 13.33 -5.10
C 8.31 6.52 -3.59
C 7.15 5.70 -4.11
O 6.25 5.29 -3.07
S 5.28 6.38 -2.44
C 4.25 5.28 -1.53
O 4.52 6.99 -3.49
O 6.02 7.19 -1.52
H 7.97 7.48 -3.18
H 9.02 6.73 -4.39
H 8.82 6.00 -2.78
H 6.60 6.24 -4.89
H 7.53 4.78 -4.56
H 3.71 4.65 -2.22
H 3.56 5.89 -0.96
H 4.87 4.70 -0.86
*
```

Output
DFT total energy, eV: -133897.246
Structure (SMILES): NB(O)[C@@H]1COC(=O)C1.CCOS(C)(=O)=O.CCOS(C)(=O)=O.CCOS(C)(=O)=O.CCOS(C)(=O)=O.CCOS(C)(=O)=O.CCOS(C)(=O)=O
E_LUMO, eV: 0.06
HOMO energy, eV: -9.60

---

Entry 5:
Computed, not measured: a structure of composition C22H56CoGeN4Si, with ωB97M-V/def2-TZVPD.

```
! wB97M-V def2-TZVPD RIJCOSX def2/J DEFGRID3
* xyz 1 5
Co -0.14 0.32 0.01
N 0.60 2.39 0.03
C 1.89 2.52 -0.66
C 2.89 1.52 -0.09
N 2.33 0.17 0.10
C 2.71 -0.37 1.41
C 1.83 0.21 2.51
N 0.41 0.02 2.18
C 2.71 -0.74 -0.98
C 2.06 -0.31 -2.29
N 0.60 -0.13 -2.09
H 0.72 2.67 1.00
H -0.07 3.04 -0.38
H 1.72 2.34 -1.72
H 2.31 3.53 -0.56
H 3.77 1.48 -0.74
H 3.23 1.91 0.88
H 2.57 -1.45 1.39
H 3.76 -0.18 1.65
H 2.10 -0.25 3.46
H 2.01 1.29 2.61
H 0.14 -0.94 2.38
H -0.17 0.60 2.78
H 3.80 -0.78 -1.12
H 2.35 -1.74 -0.74
H 2.49 0.63 -2.63
H 2.27 -1.05 -3.06
H 0.25 0.55 -2.75
H 0.13 -1.01 -2.31
C -2.99 3.02 -0.40
C -3.22 1.97 0.69
C -4.70 2.04 1.10
C -2.37 2.36 1.90
Si -2.67 0.17 0.02
C -3.37 -0.10 -1.81
C -4.85 0.27 -1.93
C -3.22 -1.57 -2.21
C -2.61 0.73 -2.86
C -3.47 -1.19 1.23
C -2.85 -2.57 1.07
C -3.25 -0.77 2.70
C -4.99 -1.36 1.02
H -3.16 4.02 0.02
H -3.68 2.90 -1.23
H -1.97 2.99 -0.79
H -4.95 3.07 1.37
H -4.91 1.41 1.96
H -5.36 1.75 0.28
H -2.59 3.40 2.18
H -1.31 2.28 1.67
H -2.59 1.74 2.77
H -5.47 -0.22 -1.18
H -5.23 -0.03 -2.91
H -5.00 1.35 -1.84
H -3.90 -2.21 -1.65
H -2.20 -1.94 -2.05
H -3.45 -1.69 -3.28
H -2.45 1.76 -2.55
H -3.17 0.74 -3.79
H -1.64 0.29 -3.07
H -1.77 -2.56 1.24
H -3.03 -3.00 0.09
H -3.29 -3.25 1.81
H -2.20 -0.57 2.91
H -3.58 -1.59 3.35
H -3.84 0.11 2.96
H -5.20 -1.89 0.09
H -5.52 -0.41 1.01
H -5.40 -1.96 1.84
C 0.68 -5.16 -2.17
Ge 0.60 -4.78 -0.24
C 2.27 -5.23 0.69
C -0.86 -5.85 0.54
C 0.31 -2.89 0.03
H 0.78 -6.24 -2.32
H 1.52 -4.66 -2.65
H -0.24 -4.84 -2.66
H 2.44 -6.30 0.67
H 2.22 -4.92 1.74
H 3.13 -4.74 0.23
H -0.60 -6.91 0.42
H -1.80 -5.67 0.02
H -0.99 -5.64 1.59
H 0.81 -2.37 0.84
H -0.29 -2.26 -0.62
*
```

Output
DFT total energy, eV: -131697.332
E_LUMO (alpha / beta), eV: -2.19 / -3.07
HOMO energy (alpha / beta), eV: -9.81 / -10.42